(A)
Formula: C2O3
Source: the OMol25 dataset
Level of theory: ωB97M-V/def2-TZVPD

Geometry (Å):
C  -0.3270  0.2219  -0.8856
C  0.2607  -0.0248  0.2734
O  0.0263  0.3372  1.5603
O  0.4410  -1.1335  1.0355
O  -0.4010  0.5992  -1.9836

The HOMO-LUMO gap comes out at 7.9 eV. Its SMILES is O=C=C1OO1. The value obtained for the HOMO energy is -9.3 eV.

Atomic partial charges in e from the Mulliken method, atoms 1 to 4: 0.48 0.26 -0.22 -0.22

***

(B)
Formula: C2O3
Source: the OMol25 dataset
Level of theory: ωB97M-V/def2-TZVPD

Geometry (Å):
C  0.9789  -2.2530  -1.6529
C  -1.6086  2.7648  2.7868
O  1.6204  -2.5273  -0.7697
O  -1.0706  3.6803  2.4139
O  0.2498  -2.0665  -2.6630

The HOMO-LUMO gap comes out at 13.2 eV. The value obtained for the HOMO energy is -12.8 eV.

Atomic partial charges in e from the Mulliken method, atoms 1 to 4: 0.74 0.12 -0.27 -0.12

***

(C)
Formula: C2O3
Source: the OMol25 dataset
Level of theory: ωB97M-V/def2-TZVPD

Geometry (Å):
C  -0.6334  -0.0969  0.0779
C  0.8781  0.2141  -0.2948
O  0.7618  -0.9649  0.1936
O  -0.7463  0.4730  1.0977
O  -0.2603  0.3748  -1.0744

The HOMO-LUMO gap comes out at 10.0 eV. The value obtained for the HOMO energy is -11.2 eV.

Atomic partial charges in e from the Mulliken method, atoms 1 to 4: 0.81 -0.18 -0.18 -0.31

***

Winner for stability: (B)

***

(A)
Formula: C54H145N11O16
Source: the OMol25 dataset
Level of theory: ωB97M-V/def2-TZVPD

Geometry (Å):
C  2.5161  4.0733  4.3933
C  3.0655  2.7734  3.9613
C  4.4564  2.4224  4.6309
O  5.3556  3.5563  4.6160
C  5.9131  3.9748  3.3657
N  2.1492  1.6641  4.2933
H  2.2130  4.1458  5.4378
H  1.6362  4.3882  3.8324
H  3.3253  4.7901  4.2532
H  3.2930  2.7282  2.8963
H  4.8989  1.5689  4.1172
H  4.3343  2.0592  5.6514
H  5.1503  4.2624  2.6422
H  6.5268  3.1847  2.9329
H  6.6135  4.7833  3.5751
H  2.0113  1.7021  5.2931
H  2.6714  0.8083  4.1710
C  1.4385  4.8046  -3.6472
C  0.7585  3.4410  -3.2523
C  -0.0086  2.7243  -4.3639
O  -1.1310  3.4911  -4.8429
C  -2.2398  3.6048  -3.9150
N  1.8261  2.6976  -2.6958
H  2.0074  5.1820  -2.7975
H  0.7465  5.5875  -3.9576
H  2.1086  4.6320  -4.4894
H  0.0365  3.6610  -2.4660
H  -0.3078  1.7324  -4.0252
H  0.6736  2.4695  -5.1749
H  -2.9877  4.2573  -4.3656
H  -1.8725  4.1259  -3.0309
H  -2.7293  2.6924  -3.5746
H  1.4018  1.9081  -2.2302
H  2.0827  3.1612  -1.8360
C  0.2061  -4.5391  0.5899
C  0.3286  -5.8003  1.4852
C  1.7320  -5.9528  2.0609
O  2.6743  -6.1353  1.0541
C  4.0376  -6.3345  1.4573
N  -0.6893  -5.7555  2.5551
H  1.0317  -4.3691  -0.1011
H  0.1687  -3.6639  1.2385
H  -0.7087  -4.6097  0.0014
H  0.2208  -6.7013  0.8814
H  1.6475  -6.7701  2.7771
H  1.9196  -5.0773  2.6825
H  4.4806  -5.5332  2.0488
H  4.6496  -6.4411  0.5616
H  4.1845  -7.2314  2.0589
H  -1.5377  -5.6734  2.0133
H  -0.6037  -4.8467  2.9874
C  -6.3705  6.0142  1.1676
C  -6.3972  4.5292  1.5352
C  -5.0306  3.7923  1.4864
O  -4.4434  3.7881  0.1548
C  -3.2090  3.1552  0.1967
N  -7.0588  4.4304  2.8539
H  -7.3712  6.3804  1.3970
H  -6.2663  6.1493  0.0910
H  -5.7116  6.7070  1.6910
H  -7.0002  4.0043  0.7944
H  -5.1575  2.7631  1.8221
H  -4.4053  4.1904  2.2855
H  -3.3292  2.0771  0.3036
H  -2.5534  3.5284  0.9834
H  -2.6645  3.3225  -0.7326
H  -6.9556  3.5067  3.2494
H  -6.6107  5.0090  3.5500
C  5.8690  4.8621  -2.0398
C  5.8809  3.3194  -1.7552
C  6.1518  2.5656  -3.0762
O  7.3518  2.9817  -3.8218
C  7.5010  2.1233  -4.9500
N  6.9775  3.0222  -0.8432
H  5.1663  5.1384  -2.8260
H  6.8387  5.2981  -2.2800
H  5.4856  5.3886  -1.1658
H  4.9139  3.0188  -1.3519
H  5.3197  2.8033  -3.7390
H  6.0227  1.5033  -2.8694
H  6.6242  2.2023  -5.5928
H  7.6181  1.0880  -4.6299
H  8.3061  2.3972  -5.6319
H  7.8187  2.9149  -1.3919
H  6.7543  2.1107  -0.4697
C  -3.0261  -2.6208  1.5014
C  -3.4055  -3.0740  2.8860
C  -2.4756  -2.4921  3.9701
O  -1.1845  -3.1857  3.9465
C  -0.1277  -2.3936  4.5596
N  -4.7739  -2.6441  3.0513
H  -3.1437  -1.5493  1.3402
H  -3.7093  -3.1188  0.8133
H  -2.0143  -2.9595  1.2784
H  -3.3856  -4.1628  2.9332
H  -2.8572  -2.6979  4.9702
H  -2.3451  -1.4108  3.9253
H  -0.3535  -2.4380  5.6250
H  -0.0489  -1.3635  4.2120
H  0.8380  -2.8462  4.3347
H  -4.7530  -1.6348  3.0183
H  -5.0764  -2.7536  4.0087
C  0.5351  -6.5717  -2.6526
C  0.0233  -5.6358  -3.7811
C  -1.5213  -5.5102  -4.0027
O  -1.8628  -4.7404  -5.1214
C  -3.2133  -4.4178  -5.2964
N  0.5210  -4.2919  -3.4704
H  1.6244  -6.6048  -2.6750
H  0.2154  -7.6096  -2.7449
H  0.1193  -6.1919  -1.7193
H  0.4732  -6.0337  -4.6907
H  -1.9790  -5.0813  -3.1112
H  -1.9661  -6.4777  -4.2358
H  -3.6258  -3.8408  -4.4687
H  -3.9355  -5.2317  -5.3601
H  -3.2299  -3.8359  -6.2179
H  0.2448  -3.6983  -4.2394
H  0.0631  -3.8762  -2.6719
C  -0.2247  6.8687  0.9186
C  0.3259  8.2825  1.0415
C  1.8483  8.3270  0.7893
O  2.5983  7.5842  1.7819
C  3.9883  7.6627  1.7489
N  -0.2981  9.1342  0.0389
H  -0.2233  6.5438  -0.1219
H  -1.2051  6.7665  1.3837
H  0.4044  6.2117  1.5192
H  0.1406  8.7316  2.0172
H  2.2082  9.3556  0.7684
H  2.1647  8.0993  -0.2285
H  4.3742  8.6276  2.0778
H  4.4555  7.5292  0.7732
H  4.4381  6.8921  2.3750
H  -0.4824  10.0123  0.5026
H  -1.2220  8.7810  -0.1653
C  -2.5754  -7.0959  -0.7226
C  -3.5223  -5.9301  -0.2108
O  -3.7765  -6.1862  1.1637
H  -1.5789  -7.0493  -0.2833
H  -2.4348  -7.0352  -1.8018
H  -2.9294  -8.0954  -0.4698
H  -4.5095  -6.1212  -0.6315
H  -3.2476  -4.8919  -0.3974
H  -4.4973  -5.6133  1.4357
C  -1.2361  1.9920  5.2876
C  -1.4018  1.7713  3.8423
O  -2.6454  2.1280  3.4004
H  -1.4966  2.9467  5.7445
H  -0.1951  2.0377  5.6077
H  -1.7108  1.2405  5.9186
H  -1.2790  0.7302  3.5439
H  -0.6754  2.2998  3.2249
H  -3.3539  1.6377  3.8237
C  3.1090  4.0220  0.5601
O  1.9180  3.5190  0.0024
C  1.2459  2.6273  0.9020
C  0.0299  1.8591  0.2915
N  0.3707  0.7339  -0.5501
C  -0.6617  -0.2474  -0.5519
C  -0.3741  -1.1401  -1.7255
O  -1.1413  -2.3203  -1.6276
C  -2.4282  -2.3169  -2.2393
H  3.1212  4.5775  1.4978
H  3.5836  4.7010  -0.1483
H  3.8456  3.2379  0.7353
H  0.9172  3.2047  1.7661
H  1.8980  1.8362  1.2722
H  -0.5694  2.6106  -0.2225
H  -0.7713  1.5101  0.9430
H  1.2195  0.3183  -0.1939
H  -1.6495  0.2033  -0.6473
H  -0.5822  -0.8022  0.3830
H  0.6424  -1.5255  -1.6458
H  -0.5215  -0.5895  -2.6545
H  -3.1317  -1.5623  -1.8876
H  -2.8002  -3.3143  -2.0050
H  -2.1685  -2.2630  -3.2966
C  -5.1735  -7.8583  -3.2712
O  -5.3591  -6.5130  -2.9931
C  -6.6464  -6.1663  -2.4881
C  -6.7624  -4.6792  -2.1993
N  -6.5200  -3.9282  -3.4402
C  -6.5365  -2.4786  -3.2187
C  -6.1751  -1.6510  -4.4717
O  -4.7706  -1.5457  -4.4775
C  -4.3405  -0.5765  -5.4341
H  -5.3151  -8.5129  -2.4113
H  -4.1716  -8.1037  -3.6233
H  -5.9494  -8.1875  -3.9625
H  -6.7737  -6.6920  -1.5418
H  -7.4264  -6.5409  -3.1510
H  -5.9875  -4.5098  -1.4517
H  -7.7450  -4.4429  -1.7911
H  -5.6335  -4.2261  -3.8214
H  -5.8511  -2.0866  -2.4672
H  -7.5302  -2.1870  -2.8784
H  -6.5415  -0.6267  -4.4024
H  -6.6899  -2.1757  -5.2766
H  -3.2624  -0.7029  -5.5337
H  -4.7344  0.4398  -5.4471
H  -4.5645  -0.9461  -6.4348
C  4.4790  -1.6956  4.7370
O  3.5064  -1.3955  3.7330
C  3.3266  -2.3818  2.7615
C  2.3450  -1.8621  1.6540
N  2.8747  -0.7581  0.9048
C  3.8962  -1.1696  -0.0834
C  4.7839  0.0123  -0.5757
O  5.5305  0.7050  0.4651
C  6.4569  -0.1471  1.1634
H  3.9486  -2.4122  5.3641
H  4.7595  -0.7785  5.2549
H  5.3492  -2.2698  4.4189
H  2.8671  -3.1927  3.3266
H  4.2257  -2.7774  2.2892
H  1.4499  -1.5676  2.2019
H  1.9971  -2.7236  1.0840
H  3.2576  -0.0569  1.5226
H  3.4565  -1.6640  -0.9496
H  4.5021  -1.9633  0.3539
H  4.1976  0.7821  -1.0774
H  5.5375  -0.3613  -1.2689
H  5.9088  -0.6721  1.9457
H  7.2157  0.4089  1.7142
H  6.8772  -0.9315  0.5340

The HOMO-LUMO gap comes out at 8.7 eV. The value obtained for the HOMO energy is -8.5 eV.

Atomic partial charges in e from the Mulliken method, atoms 1 to 4: -1.72 2.24 -0.73 -0.49

***

(B)
Formula: C54H145N11O16
Source: the OMol25 dataset
Level of theory: ωB97M-V/def2-TZVPD

Geometry (Å):
C  16.4151  -8.5537  -5.0447
C  16.2914  -9.3380  -6.3505
C  16.3388  -8.4633  -7.5958
O  15.4019  -7.4275  -7.5011
C  15.1698  -6.6801  -8.6723
N  17.2288  -10.4678  -6.4385
H  17.3957  -8.0733  -5.0003
H  16.3328  -9.1925  -4.1604
H  15.5622  -7.8845  -4.9123
H  15.2893  -9.7805  -6.3143
H  16.3595  -9.0413  -8.5239
H  17.3294  -7.9714  -7.5716
H  16.0894  -6.1806  -8.9702
H  14.3344  -5.9936  -8.5421
H  14.7536  -7.3296  -9.4538
H  17.1730  -10.9280  -5.5345
H  18.1853  -10.1159  -6.4529
C  14.9364  1.1916  -9.9442
C  13.4357  1.0392  -9.6669
C  12.6364  2.3126  -9.5899
O  12.8770  3.1826  -10.6782
C  12.3845  4.4792  -10.5598
N  12.8566  0.0464  -10.6209
H  15.5552  1.5181  -9.1028
H  15.2287  1.6752  -10.8717
H  15.2491  0.1417  -9.9853
H  13.3148  0.5182  -8.7149
H  12.6839  2.7968  -8.6069
H  11.5738  2.0317  -9.6151
H  12.3450  4.9312  -11.5488
H  13.1080  5.1199  -10.0218
H  11.4912  4.6419  -9.9470
H  13.4227  -0.7958  -10.5578
H  13.0455  0.3332  -11.5811
C  10.0040  1.5243  -6.2391
C  8.6644  1.6471  -6.9436
C  7.7169  2.7357  -6.3487
O  6.4302  2.7175  -6.8855
C  5.6444  1.6249  -6.5177
N  8.8629  1.8932  -8.3713
H  9.8448  1.2544  -5.1891
H  10.5923  2.4417  -6.2551
H  10.5109  0.6648  -6.6772
H  8.1341  0.6940  -6.8861
H  8.2001  3.6539  -6.7056
H  7.8769  2.8344  -5.2656
H  4.6056  1.6360  -6.8503
H  5.5659  1.4384  -5.4382
H  6.0530  0.7015  -6.9502
H  7.9162  1.9001  -8.7502
H  9.1935  2.8285  -8.5945
C  14.8983  -2.7418  -13.2390
C  14.9432  -1.5843  -14.2907
C  13.6230  -1.5409  -15.0486
O  13.8767  -0.7602  -16.2189
C  12.6714  -0.5178  -16.9012
N  15.2123  -0.3244  -13.6193
H  14.5519  -3.6771  -13.6711
H  14.2659  -2.4096  -12.4121
H  15.8975  -2.8516  -12.8117
H  15.7320  -1.8950  -14.9866
H  12.9326  -1.0073  -14.3875
H  13.2956  -2.5511  -15.2950
H  11.9194  -1.2973  -16.7307
H  12.8093  -0.3959  -17.9753
H  12.0839  0.3662  -16.6109
H  15.2224  0.3521  -14.3816
H  16.1391  -0.2993  -13.2101
C  17.7868  -1.1347  -5.7765
C  17.0856  0.1287  -6.2416
C  15.9179  0.5289  -5.3203
O  15.6745  1.8963  -5.3562
C  14.8659  2.4179  -4.3055
N  18.0551  1.2185  -6.3906
H  17.0086  -1.8347  -5.4618
H  18.4202  -0.8886  -4.9200
H  18.3845  -1.5626  -6.5772
H  16.7741  -0.0492  -7.2795
H  16.2720  0.2453  -4.3085
H  15.0379  -0.1138  -5.4433
H  13.9039  1.9073  -4.2047
H  14.6512  3.4778  -4.3897
H  15.4860  2.1894  -3.4326
H  18.5462  1.2734  -5.4995
H  17.6017  2.1107  -6.5316
C  11.0880  -7.1193  -8.0483
C  11.4676  -6.9370  -6.5780
C  10.3214  -6.9244  -5.5813
O  9.3268  -5.9132  -5.7235
C  9.7270  -4.5349  -5.7822
N  12.5312  -7.8311  -6.1746
H  10.2436  -6.5310  -8.3994
H  10.8197  -8.1779  -8.1407
H  11.9786  -6.8862  -8.6322
H  11.8148  -5.8847  -6.5669
H  10.6350  -6.7288  -4.5483
H  9.7922  -7.8802  -5.5822
H  8.8873  -3.8950  -5.5419
H  10.1455  -4.3692  -6.7761
H  10.5491  -4.5055  -5.0588
H  12.9859  -7.4208  -5.3643
H  13.2431  -7.8389  -6.8995
C  10.4249  -5.1589  -2.1550
C  10.8446  -5.4443  -0.7101
C  9.9079  -6.4151  -0.0302
O  8.8079  -5.7634  0.5983
C  9.0620  -4.9466  1.7305
N  12.2026  -6.0340  -0.6769
H  10.6906  -4.1957  -2.5837
H  9.3838  -5.4023  -2.3884
H  10.8968  -5.9334  -2.7677
H  10.9251  -4.5559  -0.0802
H  10.3673  -6.9885  0.7892
H  9.5437  -7.2175  -0.6756
H  9.6544  -5.5428  2.4313
H  8.0753  -4.7994  2.1671
H  9.5030  -3.9576  1.5901
H  12.7643  -5.7778  -1.4821
H  12.1517  -7.0468  -0.7507
C  15.1750  -1.0028  0.4335
C  14.6366  -2.3745  0.8695
C  13.1156  -2.3283  1.0263
O  12.7013  -1.6702  2.2065
C  11.8174  -0.6010  1.9759
N  14.9195  -3.3836  -0.1411
H  15.3222  -0.2737  1.2192
H  14.5318  -0.6470  -0.3750
H  16.0726  -1.3247  -0.1060
H  15.0061  -2.6196  1.8741
H  12.7060  -3.3458  1.0505
H  12.6990  -1.8530  0.1299
H  11.0388  -1.0025  1.3219
H  12.2579  0.3138  1.5587
H  11.3911  -0.2012  2.8972
H  15.9243  -3.5380  -0.1615
H  14.5305  -4.2892  0.1023
C  18.1147  -4.8198  -14.3828
C  18.5150  -5.1984  -12.9382
O  19.9111  -5.3640  -12.8466
H  18.4782  -3.8083  -14.5724
H  17.0364  -4.9561  -14.4821
H  18.5796  -5.4370  -15.1532
H  18.0704  -6.1554  -12.6735
H  18.1719  -4.3516  -12.3367
H  20.3982  -4.5401  -12.9130
C  15.6192  -4.6455  -4.4876
C  14.4338  -5.1065  -3.6358
O  13.1761  -4.8061  -4.2310
H  16.5898  -4.9860  -4.1220
H  15.6019  -3.5742  -4.6689
H  15.5291  -5.2306  -5.4101
H  14.4161  -4.5995  -2.6629
H  14.4698  -6.1784  -3.4440
H  13.1119  -3.8610  -4.4188
C  13.2091  -1.4168  -2.9308
O  13.4541  -1.8321  -4.2704
C  12.4708  -1.5101  -5.2561
C  12.5666  -2.3591  -6.5243
N  13.8084  -2.0242  -7.1742
C  14.1428  -2.8847  -8.3032
C  15.4694  -2.5956  -8.9987
O  16.4048  -3.5344  -8.4827
C  17.5230  -3.8124  -9.3197
H  14.1174  -1.7951  -2.4489
H  12.4262  -1.9885  -2.4296
H  13.2386  -0.3396  -2.7674
H  12.6672  -0.4608  -5.5293
H  11.4699  -1.3590  -4.8348
H  11.6617  -2.1157  -7.0862
H  12.5307  -3.4164  -6.2214
H  14.5057  -1.9792  -6.4401
H  13.3111  -2.8773  -9.0090
H  14.2597  -3.9131  -7.9403
H  15.8355  -1.6140  -8.6729
H  15.4203  -2.6011  -10.0902
H  17.9697  -4.7717  -9.0788
H  18.2009  -2.9748  -9.1299
H  17.2142  -3.7916  -10.3686
C  5.5938  3.6525  -3.3695
O  6.2236  2.5877  -2.7208
C  7.4224  2.9067  -2.0637
C  7.7316  1.9178  -0.9781
N  8.2481  0.6746  -1.4758
C  8.5415  -0.3281  -0.4882
C  9.0540  -1.6596  -1.0506
O  8.1488  -2.5190  -1.6890
C  7.0596  -2.9164  -0.8982
H  4.8296  3.2998  -4.0581
H  6.2995  4.1851  -4.0255
H  5.2221  4.4066  -2.6681
H  7.3799  3.8939  -1.5830
H  8.2321  2.9778  -2.8013
H  6.7802  1.7716  -0.4321
H  8.3098  2.3372  -0.1480
H  8.0072  0.3273  -2.3859
H  7.7113  -0.5374  0.2073
H  9.2727  0.0783  0.2232
H  9.4503  -2.1576  -0.1556
H  9.9074  -1.4201  -1.6841
H  6.4564  -2.1536  -0.4061
H  7.4184  -3.7220  -0.2444
H  6.3362  -3.4857  -1.4899
C  20.9598  -3.5807  -4.3261
O  21.2692  -3.5810  -5.7024
C  20.2923  -4.2495  -6.4626
C  20.7230  -4.2755  -7.9167
N  22.0498  -4.8130  -8.1760
C  22.2578  -5.1836  -9.5779
C  23.6264  -5.8223  -9.7634
O  24.6815  -4.8867  -9.7501
C  24.8436  -4.2106  -10.9719
H  20.2686  -2.7708  -4.0640
H  21.8643  -3.3653  -3.7619
H  20.4783  -4.4831  -3.9427
H  19.2750  -3.8483  -6.3709
H  20.2761  -5.2888  -6.0996
H  20.5233  -3.3081  -8.4011
H  20.1020  -5.0248  -8.4243
H  22.6981  -4.1035  -7.8472
H  22.0925  -4.3021  -10.2083
H  21.5039  -5.9504  -9.7704
H  23.6294  -6.4389  -10.6697
H  23.7784  -6.5238  -8.9426
H  24.7901  -4.8998  -11.8240
H  25.8122  -3.7176  -10.9567
H  24.0564  -3.4747  -11.1752

The HOMO-LUMO gap comes out at 8.9 eV. The value obtained for the HOMO energy is -8.5 eV.

Atomic partial charges in e from the Mulliken method, atoms 1 to 4: -0.96 0.52 -0.82 0.28

***

Winner for stability: (A)